[1]
A molecular structure, C41H33F5MnN4OP2Se2. Source: OMol25; level of theory: ωB97M-V with the def2-TZVPD basis set.

Each line ends with the Mulliken charge.
CARTESIAN COORDINATES (ANGSTROEM)
Mn1 -0.10 -0.29 0.31  -0.53
Se1 -2.30 3.17 -5.31  -0.33
P1 -3.02 3.38 -3.36  0.28
C1 -2.99 5.04 -2.64  0.02
C2 -2.92 6.14 -3.48  -0.43
C3 -2.97 7.42 -2.94  -0.72
C4 -3.10 7.60 -1.57  -0.46
C5 -3.17 6.49 -0.73  -0.73
C6 -3.12 5.21 -1.26  0.25
C7 -4.75 2.83 -3.25  0.84
C8 -5.05 1.54 -3.66  -0.48
C9 -6.37 1.11 -3.71  -0.81
C10 -7.39 1.99 -3.39  -0.78
C11 -7.10 3.30 -3.03  -0.69
C12 -5.78 3.72 -2.94  -0.32
C13 -2.03 2.42 -2.16  0.39
C14 -2.17 1.48 -1.14  0.11
N1 -0.90 1.14 -0.79  1.08
N2 -0.03 1.84 -1.51  -0.73
N3 -0.69 2.62 -2.32  -0.57
P2 -3.41 0.66 -0.16  1.15
Se2 -2.34 -0.53 1.36  -0.52
C15 -4.35 -0.47 -1.17  0.85
C16 -3.69 -1.08 -2.24  -0.88
C17 -4.35 -2.03 -3.00  -0.57
C18 -5.66 -2.37 -2.69  -0.73
C19 -6.31 -1.77 -1.62  -0.80
C20 -5.66 -0.82 -0.85  -0.23
C21 -4.48 1.83 0.68  0.48
C22 -5.61 2.32 0.03  0.48
C23 -6.39 3.28 0.65  -0.96
C24 -6.05 3.76 1.91  -0.72
C25 -4.92 3.27 2.55  -0.81
C26 -4.14 2.30 1.95  -0.87
H1 -2.81 5.99 -4.54  0.34
H2 -2.91 8.28 -3.59  0.40
H3 -3.13 8.60 -1.15  0.39
H4 -3.26 6.63 0.34  0.44
H5 -3.17 4.35 -0.60  0.26
H6 -4.25 0.87 -3.98  0.69
H7 -6.60 0.10 -4.02  0.53
H8 -8.43 1.67 -3.45  0.43
H9 -7.90 4.00 -2.81  0.48
H10 -5.55 4.74 -2.65  0.36
H11 -2.66 -0.82 -2.47  0.54
H12 -3.84 -2.50 -3.83  0.50
H13 -6.18 -3.11 -3.29  0.43
H14 -7.34 -2.05 -1.38  0.46
H15 -6.17 -0.36 -0.02  0.51
H16 -5.89 1.95 -0.95  0.06
H17 -7.27 3.66 0.14  0.52
H18 -6.66 4.51 2.39  0.42
H19 -4.66 3.63 3.54  0.44
H20 -3.26 1.92 2.45  0.32
F1 3.73 -4.18 -4.22  -0.30
C27 2.85 -3.55 -3.45  0.64
C28 3.25 -2.48 -2.67  -0.04
F2 4.51 -2.08 -2.69  -0.29
C29 2.33 -1.82 -1.88  0.34
F3 2.73 -0.79 -1.13  -0.28
C30 0.98 -2.20 -1.82  -0.38
O1 0.08 -1.59 -1.06  -0.10
C31 0.62 -3.29 -2.61  0.31
F4 -0.65 -3.71 -2.58  -0.37
C32 1.53 -3.95 -3.41  0.20
F5 1.14 -4.98 -4.15  -0.29
C33 0.67 -4.14 1.00  -0.99
N4 0.53 -4.21 2.49  -0.01
C34 1.78 -4.76 3.10  -0.82
C35 0.10 -2.89 3.13  -1.26
C36 1.06 -1.74 2.95  1.72
C37 2.04 -1.51 3.91  -0.50
C38 2.93 -0.45 3.79  -0.73
C39 2.85 0.40 2.70  -0.99
C40 1.86 0.19 1.75  -0.09
C41 0.96 -0.86 1.87  0.15
H21 0.86 -5.15 0.63  0.39
H22 1.51 -3.50 0.77  0.40
H23 -0.23 -3.73 0.57  0.31
H24 -0.22 -4.86 2.68  0.34
H25 2.60 -4.09 2.87  0.40
H26 1.97 -5.74 2.68  0.33
H27 1.64 -4.83 4.18  0.36
H28 -0.02 -3.13 4.19  0.58
H29 -0.88 -2.66 2.71  0.28
H30 2.10 -2.16 4.78  0.46
H31 3.68 -0.29 4.55  0.41
H32 3.54 1.23 2.60  0.46
H33 1.82 0.88 0.91  0.54

The net charge is +1. As for the multiplicity: 5. The HOMO energy (spin up / spin down) comes out at -9.47 / -9.47 eV. Its max |F| is 0.76 eV Å⁻¹. Its energy above the lowest of the compared OMol25 structures with the same formula, charge and spin is 0.000 eV. For the gap between HOMO and LUMO (spin up / spin down), the calculation gives 5.38 / 6.43 eV. As for the molar mass: 967.5 g mol⁻¹.

---

[2]
5 unconnected molecules or ions with the total composition C2H16N2O4 at a distorted geometry. Source: OMol25; level of theory: ωB97M-V with the def2-TZVPD basis set.

Each line ends with the natural charge from an NBO analysis.
CARTESIAN COORDINATES (ANGSTROEM)
N1 0.79 -0.60 -1.53  -0.90
C1 1.69 -0.99 -0.41  -0.23
C2 2.31 0.24 0.29  -0.22
N2 1.73 0.37 1.63  -0.84
H1 -0.03 -1.20 -1.53  0.40
H2 1.18 -0.55 -2.46  0.37
H3 2.55 -1.50 -0.85  0.18
H4 1.12 -1.66 0.22  0.22
H5 3.40 0.09 0.29  0.18
H6 2.22 1.15 -0.32  0.16
H7 2.13 1.14 2.15  0.36
H8 0.73 0.52 1.54  0.36
O1 -1.45 -2.49 -0.58  -0.99
H9 -1.77 -1.78 0.02  0.50
H10 -1.55 -3.29 -0.05  0.47
O2 -3.01 -0.69 0.85  -0.98
H11 -3.85 -0.42 0.46  0.48
H12 -2.69 0.07 1.38  0.51
O3 -1.63 1.70 1.31  -0.99
H13 -1.32 1.63 0.38  0.51
H14 -2.25 2.44 1.32  0.48
O4 -0.47 2.06 -1.25  -1.00
H15 0.29 2.62 -1.40  0.47
H16 -0.13 1.14 -1.45  0.50

The net charge is 0. The SMILES is NCCN.O.O.O.O. The HOMO energy comes out at -9.02 eV. Its max |F| is 2.46 eV Å⁻¹. Its energy above the lowest of the compared OMol25 structures with the same formula, charge and spin is 0.815 eV. For the gap between HOMO and LUMO, the calculation gives 9.70 eV. As for the molar mass: 132.2 g mol⁻¹.

---

[3]
A molecular structure, C20H14Cl2EuF4N5S2. Source: OMol25; level of theory: ωB97M-V with the def2-TZVPD basis set.

Each line ends with the Mulliken charge.
CARTESIAN COORDINATES (ANGSTROEM)
Eu1 -0.95 -0.28 0.22  0.65
C1 -0.39 -0.69 -3.40  -1.46
N1 0.00 0.26 -2.36  1.02
C2 -0.39 1.61 -2.77  -1.22
C3 1.46 0.15 -2.21  -1.30
C4 2.05 0.91 -1.03  -0.64
N2 1.46 0.45 0.21  -0.29
C5 1.98 0.86 1.36  0.19
C6 1.36 0.44 2.57  0.36
F1 0.21 -0.31 2.48  -0.36
C7 1.81 0.75 3.83  0.07
F2 1.14 0.29 4.90  -0.33
C8 2.93 1.54 4.02  -0.55
C9 3.55 1.99 2.87  0.05
F3 4.64 2.78 3.00  -0.35
C10 3.12 1.68 1.61  0.56
F4 3.83 2.22 0.58  -0.35
H1 0.20 -0.53 -4.31  0.41
H2 -1.44 -0.56 -3.64  0.40
H3 -0.25 -1.71 -3.04  0.32
H4 0.07 1.87 -3.74  0.30
H5 -0.09 2.34 -2.03  0.33
H6 -1.47 1.66 -2.87  0.28
H7 1.95 0.49 -3.13  0.40
H8 1.68 -0.91 -2.06  0.36
H9 1.91 1.99 -1.17  0.40
H10 3.13 0.72 -1.07  0.46
H11 3.29 1.80 5.00  0.45
S1 -3.47 0.55 1.28  -0.46
C11 -3.57 2.22 0.78  0.37
C12 -4.88 2.76 0.68  -0.02
N3 -5.95 3.18 0.61  -0.58
C13 -2.50 3.03 0.49  0.53
S2 -0.83 2.56 0.57  -0.37
C14 -2.73 4.38 0.08  -0.07
N4 -2.87 5.47 -0.27  -0.62
Cl1 0.42 -5.20 0.08  -0.27
C15 -0.88 -4.66 -0.95  0.31
C16 -1.47 -5.57 -1.79  -0.59
C17 -2.53 -5.20 -2.63  -0.37
C18 -2.97 -3.88 -2.58  -0.68
C19 -2.36 -2.98 -1.74  0.90
Cl2 -3.01 -1.33 -1.65  -0.18
C20 -1.26 -3.25 -0.83  -0.30
N5 -0.70 -2.39 -0.04  -0.76
H12 -1.12 -6.59 -1.78  0.34
H13 -3.00 -5.92 -3.29  0.33
H14 -3.80 -3.56 -3.20  0.35

The net charge is -2. As for the multiplicity: 7. The HOMO energy (spin up / spin down) comes out at -1.51 / -1.57 eV. Its max |F| is 0.80 eV Å⁻¹. Its energy above the lowest of the compared OMol25 structures with the same formula, charge and spin is 0.235 eV. For the gap between HOMO and LUMO (spin up / spin down), the calculation gives 6.12 / 6.17 eV. As for the molar mass: 687.4 g mol⁻¹.